The ion C2H4N3 with charge +1, computed with ωB97M-V with the def2-TZVPD basis set.

Properties
**Relative energy (zero: lowest compared OMol25 entry of this formula, charge and spin)**: 139.1 kcal/mol
**HOMO (alpha / beta)**: -17.0 / -17.0 eV
**Net charge**: +1
**Frontier orbital gap (alpha / beta)**: 7.36 / 7.36 eV
**F_max**: 4.11 eV/Å
**Multiplicity**: 1

```
9
Properties=species:S:1:pos:R:3:forces:R:3
C 0.81766 0.03349 -0.00218 0.359 0.246 -2.625
C -0.60300 0.42834 0.41199 0.048 1.741 1.528
N 0.57707 -1.00373 -1.01180 1.044 2.099 1.828
N -1.37890 -0.53685 -0.26788 -1.857 2.538 2.519
N -0.70034 -1.24755 -1.01673 0.602 -2.901 -2.854
H 1.67197 0.72634 -0.48220 -2.022 -0.944 0.658
H 1.47484 -0.41925 0.71119 0.484 -0.547 1.285
H -0.99363 0.48595 1.57767 1.073 -0.400 -2.730
H -0.86567 1.53325 0.07993 0.268 -1.832 0.391
```
Forces are in eV/Å.

Mulliken atomic charges, in units of e:
1. C -0.29
2. C -0.33
3. N 0.18
4. N 0.19
5. N -0.17
6. H 0.36
7. H 0.33
8. H 0.37
9. H 0.34